1.
{"formula": "C56H132F12N2O2P5", "method": "the ωB97M-V functional and the def2-TZVPD basis", "total_energy_ha": -5377.6390, "lumo_ha": -0.2347, "homo_energy_ev": -14.14, "orbital_gap_ev": 7.8, "charge": 3, "elements": ["H", "H", "H", "C", "N", "H", "C", "H", "H", "H", "H", "C", "C", "H", "C", "C", "H", "H", "H", "H", "H", "H", "H", "C", "C", "H", "H", "H", "N", "H", "H", "C", "F", "H", "H", "C", "H", "H", "H", "H", "C", "H", "F", "H", "C", "P", "H", "H", "H", "H", "C", "C", "H", "H", "H", "O", "H", "H", "H", "P", "C", "H", "H", "H", "H", "H", "H", "H", "H", "C", "H", "C", "H", "F", "H", "C", "C", "C", "P", "H", "H", "H", "F", "F", "C", "H", "C", "C", "C", "C", "H", "H", "C", "H", "C", "H", "C", "C", "H", "C", "H", "H", "H", "H", "H", "C", "H", "H", "H", "H", "H", "H", "F", "H", "H", "C", "C", "C", "H", "H", "H", "H", "C", "H", "H", "H", "C", "O", "F", "H", "H", "H", "H", "H", "C", "F", "H", "H", "H", "C", "H", "C", "C", "H", "F", "H", "H", "H", "H", "H", "H", "H", "H", "H", "H", "C", "H", "H", "H", "H", "H", "C", "P", "C", "C", "C", "F", "C", "H", "C", "C", "H", "H", "H", "H", "F", "H", "H", "H", "P", "H", "H", "H", "H", "H", "C", "H", "C", "C", "C", "H", "H", "H", "H", "H", "H", "H", "H", "H", "C", "F", "H", "C", "H", "H", "C", "C", "H", "H"], "coordinates": [[-3.5706, -18.3238, 0.4576], [-5.6988, -18.0912, 6.7896], [-7.7006, -19.5447, -5.2730], [2.6600, -12.9292, -5.2636], [-6.9481, -19.9676, -4.7281], [1.8902, -12.5626, 0.1715], [0.7138, -12.1096, -2.5715], [0.3758, -17.7128, 3.1015], [-4.4535, -19.8960, -3.5814], [-2.6263, -15.5247, -5.6156], [-5.5748, -17.5889, -3.7327], [0.5850, -18.0301, 4.1346], [-0.4073, -13.5784, 8.3648], [2.9047, -10.3572, 0.8784], [-4.8641, -18.5693, 6.2609], [-1.8756, -15.3525, 4.0057], [-1.9808, -15.9945, 3.1300], [-5.8727, -11.6494, -4.8519], [-5.9803, -8.3283, -7.6337], [-10.2584, -16.1284, 1.5041], [-9.2208, -13.2797, -1.8748], [2.0299, -16.2948, 0.5004], [-8.0096, -14.2230, 1.8852], [-4.1500, -18.5814, -0.4268], [-0.0747, -14.5879, -3.7545], [-8.3918, -12.2324, -0.1992], [-8.6522, -16.1411, -2.2615], [2.3677, -18.4822, 5.1271], [-4.1160, -10.7560, -4.1599], [-8.7120, -12.5902, -5.6624], [-3.6968, -13.9542, 1.2225], [-1.9033, -16.2985, -5.8814], [-2.9947, -13.5392, -3.2257], [-5.3958, -9.5825, -8.6946], [2.5164, -11.8965, -4.9161], [-2.5521, -17.7939, 5.5209], [0.3621, -11.8598, 0.0129], [-1.0911, -17.8359, -4.6629], [2.9478, -14.8402, -4.3831], [-2.7751, -12.5315, 3.7230], [1.8262, -10.5134, 0.8074], [-0.3159, -15.4849, -1.1437], [-4.6083, -15.1552, -3.0900], [-11.1833, -12.0777, 2.5686], [-1.2315, -16.7590, -4.5523], [-1.3693, -16.4022, 5.4049], [-4.2297, -8.5231, -7.9627], [-7.4207, -13.2971, -3.6722], [-2.6255, -13.6774, 8.7078], [-1.2853, -16.0274, 7.8253], [-6.4176, -10.5053, 0.6469], [-7.5506, -16.9762, 0.5979], [-2.6252, -20.9764, -6.2019], [-9.2915, -11.9233, -4.1997], [1.7247, -13.1644, -5.7739], [-4.9919, -9.9343, -6.6881], [0.7886, -16.0241, -5.0760], [-7.9777, -14.7094, -4.4166], [-3.5229, -10.6657, -5.0141], [-1.5952, -12.0467, -6.8253], [-6.4512, -10.3593, -3.2495], [3.5671, -13.5216, -3.3054], [-4.5238, -20.9755, -4.9556], [3.1292, -20.2007, 3.6928], [0.8885, -16.0171, 5.0981], [3.2810, -14.0029, -7.8114], [-0.8504, -13.4921, 6.2423], [-5.8583, -8.6790, -5.2958], [-6.8957, -9.8416, -6.0077], [-5.1675, -9.0454, -7.7708], [-0.3792, -14.0410, -4.6501], [-3.8396, -17.4477, 6.2985], [-0.2352, -12.5092, 8.1963], [-2.9654, -12.2449, -7.6555], [-5.2210, -18.8138, 5.2610], [-7.6379, -14.1372, 0.8543], [-8.2659, -15.2607, -1.7356], [-10.2766, -15.5264, 0.5931], [-8.5038, -15.4958, 0.0578], [1.3570, -9.5559, 0.5789], [1.5556, -10.7477, 1.8411], [2.6712, -11.5904, -1.9076], [-0.3475, -11.7697, -5.7944], [-4.9263, -14.5511, -0.8714], [-11.8151, -14.1287, 2.0813], [-6.5951, -14.4542, 0.9530], [-9.1800, -12.8797, -4.7212], [0.6233, -17.6765, -0.1101], [-5.6420, -18.5578, -0.2303], [-10.8705, -14.1488, 0.8612], [-6.2372, -18.9456, -1.0667], [-3.6761, -17.1883, 7.3470], [-8.3535, -13.8391, -3.8758], [-2.5096, -15.1542, 7.0130], [0.0837, -16.0498, -4.2465], [-5.9468, -19.2642, 0.5525], [-1.6866, -13.5096, 9.2267], [1.7042, -14.7904, -1.5273], [-6.8416, -20.9586, -4.9536], [2.7968, -13.8199, -4.0219], [-5.7045, -10.7739, -0.1367], [-12.7625, -12.1705, 1.7757], [-7.5441, -17.0725, 1.6893], [-1.2821, -15.9423, -6.6991], [-12.7737, -14.5797, 1.8258], [4.1353, -13.8873, -7.1449], [-4.9596, -17.1263, -5.3552], [-7.1802, -15.1948, -1.8580], [1.4690, -10.2462, -1.7561], [4.9680, -13.6221, -7.7982], [2.3133, -15.6349, -1.8593], [1.3062, -18.4486, 0.2514], [-0.9570, -11.0541, -7.8976], [3.7309, -11.8228, -6.7437], [0.6924, -11.5025, -3.4773], [0.3393, -16.9526, 5.2073], [-6.0803, -17.1184, 0.1161], [-12.0918, -12.6764, 2.4698], [-2.0775, -18.7243, 5.8359], [-5.3556, -16.8052, 0.8606], [0.5785, -17.4320, 6.1602], [-8.1471, -17.8591, 0.3369], [-5.7134, -19.1721, -5.1986], [-4.2193, -16.5017, 5.9019], [-3.7937, -19.5329, -0.8368], [-6.3644, -11.1516, -2.5070], [-0.4994, -14.2162, 6.9838], [-3.3223, -19.3389, -5.1948], [-2.8597, -15.2712, -1.6249], [-0.2355, -12.1158, -2.0332], [-6.1572, -9.4217, -2.7785], [-0.8859, -14.5326, -3.0218], [-7.1572, -19.9230, -3.7303], [0.4760, -13.8648, 8.9322], [-4.4773, -19.9161, -4.6740], [-0.8171, -13.2691, -7.5034], [-10.8230, -16.0512, -0.1936], [0.5291, -14.4659, 6.7153], [4.7996, -12.5887, -5.5709], [3.8852, -12.7225, -6.1508], [-12.5754, -12.6174, 3.4465], [0.5478, -15.1745, -0.5474], [2.3051, -19.6784, 3.2212], [-6.1439, -16.6326, -0.8559], [-2.2812, -12.9565, -5.6527], [0.4975, -16.5979, -3.3905], [-5.2593, -20.4539, 7.2448], [-3.7285, -20.3528, 6.4420], [0.2748, -14.1613, -0.2427], [-3.0246, -12.4965, 1.3768], [-2.4964, -17.1516, -6.2165], [-2.1127, -19.4045, -6.9041], [-1.5045, -14.1449, 10.0985], [-10.0443, -13.5117, 1.1998], [-5.9526, -9.8978, 1.4181], [-5.7055, -17.7027, -4.8126], [-7.1966, -10.0123, 0.0628], [0.5843, -17.7108, -1.1989], [-3.7649, -19.9392, -7.1222], [-11.2590, -14.6522, 2.8594], [-5.7049, -19.2545, -6.2855], [-8.9760, -14.1388, -2.5055], [-3.9292, -14.1142, -2.0419], [-2.9207, -19.9480, -6.4236], [1.6499, -11.3121, -1.6297], [0.9404, -16.2755, 0.4271], [-3.2823, -13.0249, -1.1021], [1.4242, -11.6223, -0.1364], [-10.0096, -14.4404, -2.7260], [-2.9842, -13.4580, 1.8952], [-1.4545, -15.4179, 6.9320], [2.6376, -17.5308, 3.7398], [-6.6354, -17.1505, -4.9913], [-4.4405, -13.0311, 3.4155], [-0.3021, -18.1037, 0.2961], [-2.3291, -10.7417, -6.1215], [-4.0117, -15.1731, 3.9292], [-2.6869, -17.9608, 4.4439], [-6.0959, -12.2433, 1.8446], [1.2965, -13.7992, -2.9931], [-7.4834, -10.3628, -3.5958], [-11.2942, -13.6064, 0.0160], [-3.7409, -10.0375, -3.5330], [2.4051, -19.3917, 2.1746], [-10.2031, -13.1952, -4.9330], [-6.9493, -11.7889, 1.3346], [-0.0431, -18.9236, 4.1526], [2.0782, -18.4079, 4.0730], [-5.8728, -9.7314, -5.6218], [-3.4025, -13.3555, 3.3631], [-3.8308, -11.5900, -3.6299], [-3.9281, -19.6112, 8.0197], [-1.7493, -12.5463, 9.7359], [2.3905, -14.1199, -0.9976], [-1.0293, -14.6929, 3.7917], [-3.8108, -17.9269, -1.2390], [-2.0228, -13.9290, 1.6882], [-3.4099, -14.3116, 5.3194], [-6.8097, -12.7977, -0.5581], [-4.4230, -19.7778, 7.0645], [-5.0612, -12.9844, -2.5167], [1.3848, -20.2627, 3.1538], [-5.5779, -10.6756, -4.4615], [4.4053, -14.8063, -6.6260], [-7.6977, -11.6105, 2.1080], [-3.1704, -14.5668, 4.2919], [-7.5318, -12.7212, 0.2597], [0.4468, -16.1778, 1.3932], [-1.9841, -16.6623, -3.7681]]}

2.
{"formula": "C56H136AsF6N7O5", "method": "the ωB97M-V functional and the def2-TZVPD basis", "total_energy_ha": -5807.4785, "lumo_ha": -0.2591, "homo_energy_ev": -17.49, "orbital_gap_ev": 10.4, "charge": 6, "elements": ["H", "H", "H", "H", "H", "C", "H", "H", "C", "C", "H", "H", "H", "C", "C", "H", "H", "H", "H", "H", "H", "H", "H", "H", "C", "C", "H", "C", "H", "H", "H", "C", "H", "H", "H", "H", "H", "N", "H", "H", "H", "H", "H", "H", "F", "H", "H", "C", "C", "N", "H", "H", "H", "F", "C", "N", "H", "H", "H", "F", "H", "H", "H", "H", "H", "H", "C", "C", "H", "C", "H", "C", "C", "H", "C", "H", "C", "N", "C", "H", "H", "C", "H", "C", "H", "As", "O", "C", "C", "H", "O", "H", "O", "H", "C", "H", "H", "H", "H", "H", "H", "H", "H", "C", "C", "H", "C", "H", "H", "C", "H", "C", "H", "C", "C", "H", "H", "C", "N", "H", "H", "F", "H", "H", "H", "H", "C", "H", "H", "C", "H", "H", "H", "H", "H", "H", "C", "H", "H", "H", "C", "N", "C", "H", "C", "O", "H", "H", "C", "H", "H", "H", "H", "H", "C", "H", "H", "H", "F", "H", "C", "H", "C", "H", "H", "C", "H", "H", "H", "H", "H", "C", "H", "H", "H", "C", "H", "C", "H", "H", "C", "N", "C", "H", "H", "H", "H", "H", "C", "O", "C", "H", "H", "H", "H", "H", "C", "H", "C", "H", "H", "H", "C", "C", "F", "H", "H", "H", "H", "H", "C"], "coordinates": [[-8.1993, 5.6362, -2.5823], [7.2637, -4.9912, -4.1400], [3.3598, 10.3320, 5.4480], [7.5047, -6.0928, -2.7733], [8.1076, -7.7075, -3.9624], [-0.9878, 3.4895, -6.9290], [5.4922, 5.4755, 4.0760], [-5.5430, -6.2991, -6.2956], [4.6029, 8.7465, 7.2238], [2.3787, 7.3617, -8.0020], [-0.8845, -11.8245, 3.4828], [0.6040, 4.0307, -9.2229], [-14.1364, 6.9058, -5.0101], [-12.5718, 5.1089, -2.2059], [-3.1666, -1.1138, 6.7363], [-2.5050, 0.2605, 11.5197], [-1.9294, 3.9484, -7.2308], [1.7339, -11.6101, 3.4289], [0.9856, 6.9314, -6.2670], [3.0484, 3.8388, -7.3050], [3.5799, 7.7079, 5.5083], [-4.0178, -1.7045, 7.0750], [1.9640, -8.3051, 4.2562], [9.6840, -2.4386, -5.5660], [-0.6750, 0.7343, 8.0442], [-4.8123, -4.2910, -6.1952], [-1.0662, 5.3449, -8.6284], [-13.0448, 5.8508, -0.9012], [-0.9413, 6.9106, -7.6081], [1.0515, -11.7865, 6.5475], [-3.0962, -5.8364, -4.3760], [1.3061, -13.5804, 2.7850], [3.6881, 9.2137, 7.5883], [-12.2222, 7.9008, -4.2188], [-0.0020, 6.6463, -9.0844], [-13.1385, 5.1004, -0.1162], [9.6131, -4.1001, -6.0441], [5.2802, 9.9622, 6.4601], [3.0696, 8.0461, -7.5097], [1.6992, 2.6865, -7.5120], [4.8902, 12.5126, 5.2356], [-1.3587, 2.2305, 12.3554], [2.3029, 8.2341, -10.6517], [5.3125, 8.6709, 8.0478], [1.9052, -2.3116, -1.3597], [2.8842, 2.9399, -8.7936], [-0.1429, 1.1334, 8.9077], [-0.4096, 1.9880, 11.8774], [-14.1464, 7.3128, -3.9990], [-0.0894, -10.6520, 5.2213], [0.6259, -1.3285, 8.0272], [-7.8732, 2.8224, -2.3007], [-2.0239, -4.7831, -6.4883], [2.6651, -1.2161, 0.8328], [2.0975, 8.9583, -9.8634], [0.6911, 5.3323, -7.4622], [-4.4830, -4.1067, -5.1726], [8.8783, -5.8511, -5.3906], [-2.8845, -7.9154, -8.1583], [1.6223, 0.2544, -0.9373], [8.8047, -5.7771, -0.5580], [-1.1656, 2.7512, -6.1471], [-0.5699, 5.2551, -5.8543], [-14.5940, 8.3012, -3.8941], [0.9300, -14.5223, 3.1842], [-3.4007, -0.0707, 6.9489], [-2.0738, -0.7242, 9.8099], [9.6059, -6.3492, -4.7498], [9.3170, -2.3427, 0.2396], [-2.1024, -7.8268, -4.9459], [11.2028, -5.8807, -2.5292], [-1.8852, 0.5069, 10.6576], [1.3735, 4.4517, -8.5758], [-14.0495, 6.2535, -1.0302], [7.8706, -5.1865, -3.2559], [10.6829, -6.2910, -4.9068], [5.6271, 11.0949, 7.4426], [9.3729, -5.3762, -3.5230], [0.0987, -1.3175, 8.9811], [-6.0115, -2.6802, -5.8389], [-1.8928, 1.5325, 6.4267], [1.2809, -12.5041, 3.8575], [2.9805, 6.7565, -8.6798], [2.3173, 3.4362, -8.0059], [-4.1828, -3.6940, -6.8550], [1.1221, -1.3167, -0.0861], [-9.3107, 4.2098, -1.8232], [4.4014, 10.3466, 5.1272], [4.8356, 5.7174, 4.9117], [-0.7344, 3.0441, -7.8910], [5.2738, 6.7214, 5.8079], [2.7415, -9.4380, 6.6558], [1.4721, 8.2327, -8.7573], [7.8677, -4.3450, -2.5631], [-10.3176, 6.3755, -2.8150], [8.1732, -3.7351, 0.4904], [-12.6643, 5.1751, -4.8202], [-13.3540, 4.7816, -2.8908], [-1.0698, -7.4964, -5.0581], [-6.4258, -3.6633, -7.3250], [0.0163, 0.4687, 7.2444], [1.4134, 9.7101, -10.2570], [-1.1623, -1.4011, 6.5672], [-0.0239, 4.4488, -6.3440], [4.2283, 7.5141, 6.3628], [10.4714, -5.7302, -0.1441], [-12.6742, 7.3600, -3.3874], [10.9402, -3.8665, -3.8660], [-12.7059, 7.8161, -2.3979], [-2.3807, -8.6517, -6.1697], [4.6724, 4.8844, 5.5955], [9.3726, -3.4252, -5.2227], [-4.8655, -5.5962, -7.8190], [4.4810, 11.8957, 8.1565], [0.3017, -9.5050, 4.2969], [-12.3920, 6.6115, -0.4733], [-1.9449, -8.5061, -4.1081], [-0.1733, -11.9368, 4.3011], [-3.3368, -6.4270, -6.5021], [3.6086, 6.9174, 7.0322], [7.2917, 9.1291, 6.7343], [0.2479, -0.2656, 1.1037], [3.0320, 9.4053, -9.5244], [-9.9956, 7.2420, -3.3926], [3.4755, 11.4748, 8.1609], [3.8213, 5.8744, 4.5446], [-4.7293, -5.7306, -6.7459], [0.7867, 4.0402, -5.7407], [-3.0952, -1.0284, 9.5813], [-3.1890, -6.7540, -4.9570], [1.0492, -8.0269, 5.7169], [2.2779, -13.6691, 2.2993], [0.5809, -0.6410, 9.6867], [-2.2892, 1.3909, 10.1643], [-4.3196, -8.1572, -7.1518], [2.0154, -12.7243, 4.6322], [9.8522, -3.9056, -3.9190], [0.6505, -13.3524, 1.9446], [0.4668, -10.3260, 7.2130], [-3.2438, -1.3299, 5.6707], [9.7684, -5.4133, -0.9145], [-11.8207, 6.0867, -3.2309], [0.9462, -10.7258, 6.3194], [-2.1448, -10.1689, 5.0182], [1.4287, -8.8099, 5.0604], [9.6177, -4.0344, -0.9435], [6.3109, 10.6335, 8.1551], [4.4194, 9.4741, 4.4740], [-6.1456, -3.6716, -6.2717], [-1.2963, -6.3602, -7.2078], [-11.8752, 4.3103, -1.9507], [-1.7560, -11.2311, 6.4144], [2.8684, -10.5129, 5.3256], [-2.8991, -9.5755, -5.9130], [-11.6248, 5.3113, -4.5216], [1.8874, 5.1729, -9.2112], [-11.2110, 4.3120, -4.3867], [-0.0441, 2.7749, 11.2178], [-0.4576, -1.3627, -1.0151], [-4.0437, -7.3999, -4.7563], [-0.4570, 6.1538, -8.2251], [-1.8310, -1.6375, 10.3530], [10.1403, -5.9967, -2.3152], [-7.4522, 3.8142, -0.9731], [-0.0151, -2.3442, 9.3289], [4.7357, 11.7023, 4.5232], [9.8852, -3.7908, 1.0433], [-1.8757, -2.6544, 7.6534], [9.9147, -7.0593, -2.2253], [4.1030, 12.1981, 3.7870], [-0.5730, -12.7300, 4.9329], [-1.6832, 1.6940, 7.4841], [0.3428, 1.7820, 12.6387], [0.7300, -9.8512, 3.3563], [-14.8149, 6.6897, -3.4049], [-3.2808, -7.8269, -7.1468], [9.6699, -3.1431, -3.1617], [6.6449, 9.4891, 5.9343], [-1.3014, -9.4262, 6.4055], [9.6453, -8.4085, -4.0468], [-8.3129, 3.3495, -1.4539], [-1.1987, -0.6457, 8.6013], [9.1971, -3.4253, 0.2811], [-8.7036, 2.7697, -0.6177], [4.7970, 11.8758, 9.1995], [7.2875, 10.2672, 5.5223], [5.7385, 11.6116, 4.1056], [-10.9598, 5.7963, -5.2361], [1.6837, 6.4230, -6.9321], [-0.5723, 0.7506, 11.1632], [-1.8433, -1.5958, 7.3957], [-6.9766, -4.0769, -5.6944], [-8.9836, 4.8583, -3.7991], [-2.5038, -5.6066, -8.1206], [-0.5385, -8.9136, 3.9329], [6.1824, 11.7893, 6.8121], [2.1523, -9.8841, 5.8547], [-1.3074, 2.7127, 7.5796], [-2.1412, -5.6808, -7.0953], [8.2898, -3.3032, -5.1937], [-1.4990, -8.8162, -6.7891], [6.7202, 8.9097, 5.0141], [8.9762, -7.7654, -4.6184], [-9.1870, 5.2262, -2.7934], [0.5101, -2.6969, 0.7719], [4.5924, 12.8257, 7.5991], [8.7761, -8.3418, -5.5216], [2.3061, 5.8851, -6.2171], [-10.5207, 6.6229, -1.7731], [-2.5774, 1.6166, 8.1025], [-1.4601, -10.3487, 5.8470]]}